1.
{"formula": "C3H7N2O2", "method": "ωB97M-V/def2-TZVPD", "de_lowest_ev": 4.5736, "total_charge": -1, "total_energy_ev": -10297.06146, "lumo_energy_ev": 4.04, "e_homo_ev": -2.673, "elements": ["C", "C", "C", "N", "N", "O", "O", "H", "H", "H", "H", "H", "H", "H"], "positions_angstrom": [[-1.4682, -0.8414, 0.2951], [-2.5145, -0.1014, 0.0702], [0.1995, 1.8151, 0.1192], [1.3392, -0.0903, -0.9039], [0.9329, 1.1460, -0.5582], [2.9774, -1.2536, 0.6478], [-0.3386, 2.8730, 0.4495], [-0.4961, -0.6035, 0.0014], [-1.7170, -1.7666, 0.6484], [-2.2857, 0.8221, -0.2933], [-3.4995, -0.4233, 0.2939], [1.8122, -0.0604, -1.7411], [2.4749, -1.0267, -0.2314], [2.5834, -0.4892, 1.2026]]}


2.
{"formula": "C3H7N2O2", "method": "ωB97M-V/def2-TZVPD", "de_lowest_ev": 2.2245, "total_charge": 1, "total_energy_ev": -10290.58630, "lumo_energy_ev": -4.11, "e_homo_ev": -14.908, "elements": ["C", "C", "C", "N", "N", "O", "O", "H", "H", "H", "H", "H", "H", "H"], "positions_angstrom": [[-1.6005, -0.1549, 0.2188], [1.4471, -0.2586, 0.3135], [0.7342, 0.7502, -0.5265], [-2.6081, -0.6011, -0.3783], [-0.2790, -0.3536, -0.3427], [2.2129, -1.1350, -0.2380], [0.4282, 1.9764, -0.0927], [-1.5664, 0.4074, 1.1579], [1.2965, -0.2210, 1.3910], [1.0801, 0.8177, -1.5619], [-3.5149, -0.4468, 0.0420], [-0.3687, -0.9588, -1.1623], [2.4987, -1.8743, 0.3258], [0.2399, 2.0524, 0.8532]]}


3.
{"formula": "C3H7N2O3", "method": "ωB97M-V/def2-TZVPD", "de_lowest_ev": 1.1315, "total_charge": -1, "total_energy_ev": -12349.78151, "lumo_energy_ev": 3.85, "e_homo_ev": -4.838, "elements": ["C", "N", "C", "O", "H", "H", "H", "H", "H", "N", "C", "O", "O", "H", "H"], "positions_angstrom": [[0.1384, 0.4514, 1.8739], [-0.6086, -0.1582, 0.9223], [-1.0136, -1.5663, 1.0960], [0.4724, -0.0284, 2.9463], [0.5269, 1.4427, 1.6078], [-0.6683, 0.2397, -0.0291], [-0.8515, -1.9280, 2.0988], [-0.3466, -2.1486, 0.4535], [-2.0164, -1.7365, 0.7186], [1.3117, 0.4260, -1.8122], [0.1937, 1.3503, -1.9160], [0.3591, 2.4677, -2.3817], [-0.8681, 0.8518, -1.4251], [1.1956, -0.5223, -1.9779], [2.1753, 0.8587, -2.1754]]}